(1)
The following is a quantum chemistry calculation of a cluster of 3 separate species, C19H40BrN2O4P in total, from the OMol25 dataset.

The geometry in XYZ format:
```
67
Properties=species:S:1:pos:R:3:mulliken_charge:R:1
C 1.64 0.11 -0.68 -0.206
C 0.46 0.90 -1.34 -0.575
N -0.88 0.52 -0.89 -0.286
C -1.11 -0.92 -0.86 -0.643
C -2.63 -1.31 -0.60 -0.039
C -3.28 -0.61 0.62 -0.884
C -2.94 -1.33 1.95 0.512
O -1.94 -1.91 2.11 -0.386
Br -4.20 -1.33 3.47 -0.240
C -3.17 -1.01 -2.03 0.089
O -4.13 -0.38 -2.30 -0.535
N -2.21 -1.67 -2.90 -0.455
C -0.91 -1.74 -2.18 -0.004
P -0.26 -3.44 -1.69 0.139
C -1.00 -4.76 -2.79 -1.297
C 1.60 -3.51 -2.04 -0.084
C 2.35 -3.85 -0.69 -1.006
H 1.59 -0.99 -0.80 -0.249
H 2.57 0.44 -1.21 0.069
H 1.81 0.39 0.38 0.338
H 0.60 1.96 -1.05 0.384
H 0.55 0.89 -2.45 0.215
H -1.14 0.97 -0.02 0.320
H -0.64 -1.32 0.07 0.650
H -2.73 -2.40 -0.42 0.342
H -3.02 0.47 0.70 0.312
H -4.38 -0.65 0.50 0.468
H -2.60 -2.61 -3.03 0.384
H -0.12 -1.25 -2.79 0.279
H -0.29 -5.61 -2.83 0.392
H -1.14 -4.35 -3.82 0.347
H -1.96 -5.15 -2.39 0.339
H 1.92 -2.50 -2.38 -0.156
H 1.80 -4.25 -2.84 0.573
H 1.63 -4.16 0.08 0.332
H 3.10 -4.65 -0.87 0.307
H 2.86 -2.94 -0.31 0.252
C 5.92 0.85 -3.56 -1.154
C 4.43 0.94 -3.85 -0.148
O 3.78 2.01 -3.17 -0.351
C 4.24 3.31 -3.48 -0.368
C 4.08 3.69 -4.94 -1.059
H 6.10 0.79 -2.48 0.298
H 6.34 -0.04 -4.03 0.396
H 6.46 1.71 -3.94 0.284
H 3.94 0.02 -3.50 0.169
H 4.24 1.00 -4.92 0.346
H 5.28 3.44 -3.15 0.303
H 3.64 3.99 -2.87 0.334
H 4.71 3.07 -5.59 0.263
H 4.37 4.73 -5.10 0.394
H 3.05 3.55 -5.26 0.294
C -3.46 1.53 8.32 -0.997
C -3.10 2.82 7.60 -0.327
O -2.12 2.65 6.59 -0.432
C -2.46 1.77 5.52 -0.238
C -3.69 2.22 4.74 -0.764
H -2.57 1.05 8.72 0.283
H -4.15 1.74 9.14 0.386
H -3.95 0.82 7.65 0.245
H -2.67 3.52 8.32 0.332
H -3.99 3.30 7.19 0.286
H -2.59 0.75 5.89 0.260
H -1.60 1.76 4.85 0.296
H -4.59 2.20 5.35 0.238
H -3.85 1.56 3.88 0.109
H -3.56 3.24 4.38 0.325
```

- frontier orbital gap (eV) = 8.69
- SMILES = CCN[C@H]1[C@@H](CC(=O)Br)C(=O)N[C@@H]1P(C)CC.CCOCC.CCOCC
- lowest unoccupied orbital energy (eV) = 0.55
- E_tot (eV) = -110851.03116


(2)
The following is a quantum chemistry calculation of a structure of composition C31H84CdN5O14, from the OMol25 dataset.

The geometry in XYZ format:
```
135
Properties=species:S:1:pos:R:3:mulliken_spin:R:1
Cd 4.95 0.05 2.46 0.000
C 1.97 -0.70 0.97 0.000
O 3.26 -0.14 1.15 0.000
H 1.70 -1.34 1.81 0.000
H 1.26 0.10 0.78 0.000
H 1.95 -1.13 -0.03 0.000
C 3.57 -1.41 4.83 0.000
O 3.70 -0.18 4.05 0.000
C 3.27 1.00 4.74 0.000
C 3.48 2.23 3.92 0.000
N 4.62 2.04 3.02 0.000
C 4.51 2.87 1.84 0.000
C 5.57 2.45 0.79 0.000
O 6.11 1.11 0.91 0.000
C 6.66 0.55 -0.33 0.000
H 3.91 -2.31 4.31 0.000
H 2.56 -1.52 5.21 0.000
H 4.11 -1.52 5.77 0.000
H 3.89 1.07 5.64 0.000
H 2.24 0.88 5.06 0.000
H 3.67 3.16 4.46 0.000
H 2.58 2.39 3.33 0.000
H 5.37 2.60 3.40 0.000
H 4.63 3.90 2.18 0.000
H 3.52 2.84 1.40 0.000
H 6.41 3.13 0.68 0.000
H 4.96 2.65 -0.09 0.000
H 7.51 1.10 -0.74 0.000
H 5.87 0.49 -1.08 0.000
H 7.02 -0.45 -0.10 0.000
C -1.85 -3.75 3.12 0.000
O -1.25 -2.42 3.23 0.000
C -0.79 -1.92 4.54 0.000
C -0.60 -0.38 4.33 0.000
N -1.69 0.28 5.05 0.000
C -1.34 1.76 5.33 0.000
C -2.65 2.34 5.89 0.000
O -3.57 2.88 4.85 0.000
C -4.77 3.29 5.45 0.000
H -2.40 -4.01 4.02 0.000
H -1.01 -4.45 3.08 0.000
H -2.41 -3.97 2.22 0.000
H 0.11 -2.47 4.80 0.000
H -1.53 -2.09 5.33 0.000
H -0.56 -0.12 3.28 0.000
H 0.37 -0.12 4.75 0.000
H -2.22 0.33 4.20 0.000
H -1.12 2.32 4.42 0.000
H -0.48 1.98 5.97 0.000
H -2.40 3.25 6.44 0.000
H -3.15 1.60 6.52 0.000
H -5.28 2.40 5.83 0.000
H -5.34 3.58 4.57 0.000
H -4.56 4.07 6.18 0.000
C 1.33 -4.82 0.69 0.000
O 0.48 -5.85 1.18 0.000
C 0.32 -6.92 0.25 0.000
C -0.46 -8.01 1.04 0.000
N -1.00 -8.94 0.03 0.000
C -2.13 -8.41 -0.79 0.000
C -3.10 -9.54 -1.18 0.000
O -3.63 -9.14 -2.43 0.000
C -4.50 -10.08 -3.02 0.000
H 0.96 -4.55 -0.30 0.000
H 2.35 -5.20 0.69 0.000
H 1.31 -3.98 1.39 0.000
H 1.29 -7.25 -0.10 0.000
H -0.21 -6.66 -0.66 0.000
H -1.27 -7.59 1.64 0.000
H 0.14 -8.42 1.86 0.000
H -1.22 -9.77 0.55 0.000
H -1.65 -7.86 -1.60 0.000
H -2.65 -7.59 -0.29 0.000
H -3.76 -9.76 -0.34 0.000
H -2.48 -10.43 -1.33 0.000
H -5.09 -10.62 -2.28 0.000
H -3.92 -10.90 -3.46 0.000
H -5.09 -9.69 -3.85 0.000
C 0.79 2.77 -1.02 0.000
O 0.85 3.22 -2.31 -0.003
C 2.16 3.76 -2.73 0.000
C 2.18 3.77 -4.28 0.000
N 1.20 4.67 -4.91 0.000
C -0.06 4.03 -5.36 0.005
C -1.10 5.12 -5.41 -0.004
O -2.17 4.67 -6.21 0.000
C -3.18 5.50 -6.61 0.000
H -0.20 2.47 -0.69 0.000
H 1.06 3.51 -0.27 0.000
H 1.45 1.91 -0.88 0.000
H 2.82 2.98 -2.35 0.000
H 2.58 4.68 -2.33 0.000
H 2.05 2.69 -4.36 0.000
H 3.20 3.93 -4.62 0.000
H 0.83 5.28 -4.20 0.000
H -0.56 3.35 -4.67 -0.003
H 0.06 3.56 -6.34 0.000
H -0.68 6.03 -5.82 0.000
H -1.50 5.29 -4.41 0.002
H -3.59 6.24 -5.92 0.000
H -3.97 4.84 -6.97 0.000
H -2.92 6.07 -7.49 0.000
C -0.77 -0.35 -2.29 -0.001
O -2.14 -0.14 -2.41 0.020
C -2.68 1.02 -1.81 0.036
C -2.53 2.14 -2.75 0.025
N -3.28 3.35 -2.26 0.798
C -4.03 3.92 -3.42 0.033
C -4.45 5.37 -2.98 0.017
O -3.32 6.13 -2.63 0.013
C -3.49 7.36 -2.06 -0.001
H -0.62 -1.38 -2.62 0.002
H -0.29 -0.38 -1.31 0.000
H -0.31 0.34 -2.99 0.003
H -2.19 1.13 -0.85 -0.005
H -3.74 0.84 -1.59 -0.002
H -2.95 1.86 -3.71 0.018
H -1.46 2.35 -2.75 0.028
H -3.78 3.03 -1.43 -0.028
H -4.91 3.27 -3.42 0.030
H -3.46 3.92 -4.34 0.013
H -5.14 5.37 -2.14 0.001
H -5.03 5.76 -3.82 -0.001
H -4.24 7.34 -1.27 -0.001
H -3.87 8.14 -2.72 0.002
H -2.54 7.61 -1.58 0.001
O 3.61 0.12 -1.99 0.000
H 3.41 -0.06 -1.07 0.000
H 4.34 0.74 -1.96 0.000
O 4.30 -3.68 0.42 0.000
H 3.64 -3.09 0.06 0.000
H 4.57 -4.22 -0.32 0.000
O 2.00 -2.53 -2.34 0.000
H 2.05 -1.76 -1.77 0.000
H 1.65 -2.19 -3.17 0.000
```

- frontier orbital gap (spin up / spin down) (eV) = 5.53 / 2.36
- 2S+1 = 2
- <S²> = 0.754
- charge = +2
- lowest unoccupied orbital energy (spin up / spin down) (eV) = -5.59 / -8.76
- E_tot (eV) = -74160.14575


(3)
The following is a quantum chemistry calculation of a cluster of 7 separate species, C57H127N6O in total, from the OMol25 dataset.

The geometry in XYZ format:
```
191
Properties=species:S:1:pos:R:3:mulliken_charge:R:1
C -0.34 1.42 -1.12 -0.460
C -0.77 -0.02 -0.75 2.086
C -0.90 -0.80 -2.08 -0.074
O 0.12 -0.61 0.12 -0.092
H 0.26 1.45 -2.03 0.101
H 0.06 1.97 -0.27 -0.271
H -1.26 1.94 -1.44 -0.107
H -1.80 -0.05 -0.32 -1.370
H -1.53 -1.68 -1.86 -0.139
H 0.03 -1.05 -2.58 -0.105
H -1.67 -0.35 -2.73 -0.429
C 0.44 -2.80 -6.60 -1.019
C 1.08 -3.78 -5.65 -0.841
C 1.24 -3.32 -4.22 0.592
C 2.08 -4.24 -3.36 -1.171
N 2.23 -3.92 -1.86 0.829
C 3.14 -4.78 -1.04 -0.596
C 2.27 -5.97 -0.60 -0.918
C 0.88 -5.34 -0.40 -0.623
C 0.85 -3.98 -1.16 0.644
C 2.73 -2.49 -1.78 -1.003
H -0.57 -2.54 -6.27 -0.211
H 0.34 -3.17 -7.62 0.473
H 1.05 -1.91 -6.74 0.394
H 2.02 -4.13 -6.10 0.400
H 0.57 -4.75 -5.57 0.454
H 0.25 -3.12 -3.82 -0.110
H 1.77 -2.36 -4.32 0.296
H 3.13 -4.28 -3.62 0.429
H 1.67 -5.26 -3.33 0.474
H 3.50 -4.24 -0.17 0.372
H 3.95 -5.14 -1.67 0.338
H 2.77 -6.37 0.28 0.405
H 2.27 -6.78 -1.32 0.379
H 0.54 -5.37 0.63 0.408
H 0.20 -5.99 -0.96 0.330
H 0.80 -3.16 -0.44 -0.643
H -0.01 -4.01 -1.83 0.117
H 2.08 -1.80 -2.31 0.075
H 3.79 -2.51 -2.01 0.698
H 2.54 -2.21 -0.74 -0.070
C -4.68 1.16 3.83 -1.589
C -3.74 0.35 2.96 0.522
C -4.11 -1.11 2.80 -1.099
C -3.21 -1.72 1.71 -0.204
N -3.37 -3.23 1.60 1.217
C -4.77 -3.65 1.19 -0.632
C -4.60 -4.83 0.27 -1.083
C -3.26 -4.59 -0.46 -0.286
C -2.41 -3.75 0.48 1.180
C -3.00 -3.90 2.87 -0.724
H -4.37 2.21 3.85 0.408
H -4.67 0.77 4.85 0.360
H -5.70 1.09 3.48 0.391
H -2.74 0.48 3.39 -0.103
H -3.59 0.72 1.94 -0.018
H -5.16 -1.28 2.53 0.560
H -4.16 -1.68 3.73 0.507
H -2.17 -1.36 1.72 -0.610
H -3.49 -1.41 0.70 0.570
H -5.32 -3.93 2.09 0.369
H -5.31 -2.83 0.71 0.460
H -4.61 -5.76 0.83 0.359
H -5.32 -4.83 -0.54 0.446
H -2.89 -5.56 -0.76 0.443
H -3.57 -3.94 -1.28 0.264
H -1.61 -4.26 1.01 -0.021
H -2.01 -2.94 -0.12 -1.383
H -3.54 -3.69 3.79 0.391
H -1.95 -3.73 3.11 -0.139
H -3.12 -4.98 2.74 0.424
C 8.90 2.84 -0.07 -1.189
C 8.10 2.22 1.07 -0.582
C 6.73 1.69 0.56 -0.367
C 5.82 2.72 -0.07 -0.956
N 4.42 2.25 -0.50 0.952
C 3.63 3.51 -0.90 -0.145
C 3.63 3.44 -2.43 -0.989
C 3.62 1.99 -2.77 0.237
C 4.47 1.32 -1.72 -0.659
C 3.65 1.57 0.60 -1.833
H 8.38 3.67 -0.55 0.307
H 9.15 2.11 -0.84 0.333
H 9.87 3.16 0.31 0.392
H 7.89 2.89 1.90 0.376
H 8.55 1.27 1.35 0.353
H 6.30 1.05 1.34 0.154
H 6.92 1.05 -0.31 0.383
H 6.18 3.21 -0.97 0.598
H 5.65 3.53 0.64 0.310
H 2.60 3.34 -0.58 -0.243
H 3.95 4.43 -0.42 0.304
H 2.84 4.10 -2.78 0.592
H 4.57 3.93 -2.71 0.402
H 2.60 1.63 -2.61 -0.463
H 3.80 1.68 -3.80 0.520
H 4.10 0.33 -1.45 0.253
H 5.53 1.19 -1.92 0.445
H 3.42 2.26 1.41 0.331
H 4.26 0.77 1.00 0.674
H 2.74 1.14 0.17 0.462
C -2.92 -1.90 -5.52 -1.292
C -2.79 -0.39 -5.36 -0.188
C -3.91 0.12 -4.44 -0.768
C -4.01 1.63 -4.37 -1.142
N -5.03 2.13 -3.34 0.628
C -5.29 3.63 -3.39 -0.672
C -4.91 4.17 -2.03 -0.203
C -4.91 3.00 -1.08 -0.339
C -4.51 1.80 -1.95 -0.041
C -6.35 1.38 -3.45 -1.261
H -3.98 -2.19 -5.56 0.517
H -2.63 -2.49 -4.64 0.162
H -2.32 -2.27 -6.34 0.346
H -2.82 -0.05 -6.40 0.524
H -1.82 -0.29 -4.86 0.090
H -3.88 -0.40 -3.48 0.477
H -4.82 -0.27 -4.91 0.616
H -4.34 2.05 -5.32 0.610
H -3.13 2.20 -4.06 0.418
H -6.36 3.79 -3.52 0.288
H -4.78 4.09 -4.23 0.396
H -5.55 4.99 -1.73 0.541
H -3.94 4.66 -2.15 -0.242
H -5.92 2.89 -0.68 0.493
H -4.23 3.08 -0.24 0.129
H -4.91 0.88 -1.54 0.187
H -3.43 1.71 -2.03 -0.404
H -6.98 1.75 -2.64 0.459
H -6.17 0.31 -3.39 0.454
H -6.80 1.51 -4.43 0.364
C -1.16 6.34 -2.07 -1.516
C -0.09 5.44 -1.41 -0.323
C -0.58 4.90 -0.05 1.486
C -0.41 6.10 0.98 -1.179
N -0.62 5.65 2.43 0.521
C 0.47 4.71 3.02 -1.182
C -0.20 3.43 3.43 0.607
C -1.56 3.43 2.75 1.335
C -1.95 4.92 2.65 -1.115
C -0.65 6.88 3.30 -1.116
H -2.12 6.33 -1.56 0.351
H -1.29 6.18 -3.14 0.376
H -0.83 7.36 -1.89 0.347
H 0.91 5.88 -1.41 0.581
H 0.12 4.59 -2.07 0.208
H -0.03 4.09 0.42 -0.811
H -1.64 4.64 -0.09 -0.248
H -1.26 6.78 0.97 0.360
H 0.56 6.53 0.77 0.316
H 0.98 5.27 3.80 0.465
H 1.20 4.65 2.21 0.117
H -0.25 3.35 4.51 0.454
H 0.45 2.63 3.06 -0.495
H -2.31 2.90 3.34 -0.030
H -1.43 3.03 1.75 -0.589
H -2.32 5.26 3.61 0.491
H -2.62 5.12 1.82 0.258
H -0.71 6.51 4.32 0.590
H -1.43 7.58 2.98 0.381
H 0.26 7.48 3.24 0.374
C 4.50 -4.97 5.91 -1.304
C 3.73 -5.10 4.60 -0.569
C 2.56 -4.07 4.53 -0.412
C 2.86 -2.94 3.54 -0.763
N 1.81 -1.86 3.51 1.425
C 0.42 -2.33 3.23 0.506
C -0.36 -1.98 4.48 -0.653
C 0.35 -0.75 5.09 -0.322
C 1.81 -1.01 4.76 -0.503
C 2.20 -0.92 2.38 -1.422
H 4.97 -3.98 5.94 0.288
H 5.16 -5.80 6.14 0.398
H 3.79 -4.90 6.74 0.330
H 3.27 -6.07 4.44 0.391
H 4.49 -4.81 3.87 0.297
H 2.11 -3.72 5.46 0.536
H 1.73 -4.68 4.14 0.107
H 2.86 -3.33 2.52 0.352
H 3.84 -2.51 3.72 0.407
H -0.03 -1.78 2.40 -0.852
H 0.38 -3.38 2.96 -0.185
H -1.44 -1.85 4.45 0.432
H -0.22 -2.86 5.13 0.474
H 0.00 0.13 4.54 -0.286
H 0.14 -0.71 6.15 0.587
H 2.37 -0.07 4.69 0.313
H 2.15 -1.57 5.63 0.367
H 2.05 -1.51 1.48 -0.055
H 3.28 -0.76 2.40 0.624
H 1.57 -0.04 2.28 0.359
```

- frontier orbital gap (eV) = 8.04
- charge = +5
- energy above the lowest of the compared OMol25 structures with the same formula, charge and spin (kcal/mol) = 110.4
- lowest unoccupied orbital energy (eV) = -9.34
- E_tot (eV) = -72106.63274


(4)
The following is a quantum chemistry calculation of a cluster of 6 separate species, C18H36Cl4O4 in total, from the OMol25 dataset.

The geometry in XYZ format:
```
62
Properties=species:S:1:pos:R:3:mulliken_charge:R:1
C 4.70 -6.59 -18.66 -0.606
C 4.20 -5.16 -18.58 -0.539
C 3.14 -5.09 -19.69 -0.306
O 3.14 -6.35 -20.36 -0.383
C 4.40 -6.99 -20.11 -0.094
H 4.14 -7.27 -18.01 0.274
H 5.73 -6.70 -18.32 0.336
H 4.98 -4.43 -18.82 0.240
H 3.85 -4.91 -17.58 0.307
H 3.42 -4.34 -20.43 0.170
H 2.16 -4.91 -19.26 0.323
H 5.14 -6.58 -20.79 -0.039
H 4.30 -8.07 -20.14 0.357
C 4.95 -1.95 -28.29 -0.470
C 6.45 -1.68 -28.14 -0.526
C 6.61 -1.49 -26.62 0.250
O 5.31 -1.29 -26.07 -0.439
C 4.39 -2.01 -26.89 0.446
H 4.76 -2.84 -28.91 0.121
H 4.46 -1.18 -28.90 0.390
H 6.82 -0.84 -28.72 0.333
H 7.03 -2.56 -28.44 0.120
H 7.16 -0.58 -26.38 0.377
H 7.09 -2.36 -26.17 -0.385
H 3.36 -1.65 -26.81 0.431
H 4.31 -3.04 -26.49 -0.639
C 6.03 -5.71 -29.43 -0.539
C 7.05 -6.47 -28.61 -0.668
C 6.87 -5.89 -27.21 -0.470
O 5.49 -5.45 -27.17 -0.063
C 4.87 -5.69 -28.42 -0.762
H 5.78 -6.21 -30.36 0.390
H 6.38 -4.71 -29.69 0.200
H 8.08 -6.42 -28.98 0.360
H 6.77 -7.52 -28.66 0.284
H 7.50 -5.01 -27.02 0.253
H 7.04 -6.59 -26.39 0.268
H 4.10 -4.99 -28.74 0.398
H 4.42 -6.69 -28.37 0.413
C 1.81 -5.22 -23.77 -0.071
C 1.84 -6.47 -24.66 -0.762
C 2.06 -5.94 -26.08 0.342
O 1.47 -4.64 -26.05 -0.473
C 1.73 -4.07 -24.78 -0.186
H 2.68 -5.19 -23.12 -0.073
H 0.96 -5.35 -23.09 0.270
H 0.88 -6.99 -24.64 0.277
H 2.59 -7.20 -24.34 0.348
H 1.61 -6.53 -26.87 0.433
H 3.13 -5.88 -26.29 -0.465
H 0.91 -3.41 -24.52 0.371
H 2.68 -3.52 -24.82 -0.024
Cl 5.45 -2.97 -23.19 -0.137
C 6.06 -4.27 -24.24 1.033
Cl 6.37 -5.77 -23.35 -0.217
H 5.33 -4.46 -25.03 -0.733
H 6.96 -3.88 -24.70 -0.043
Cl 10.70 -3.72 -21.51 -0.178
C 9.46 -3.97 -22.78 -0.085
Cl 9.39 -2.59 -23.88 -0.141
H 9.74 -4.89 -23.27 0.274
H 8.50 -4.00 -22.28 0.127
```

- frontier orbital gap (eV) = 9.98
- SMILES = C1CCOC1.C1CCOC1.C1CCOC1.C1CCOC1.ClCCl.ClCCl
- energy above the lowest of the compared OMol25 structures with the same formula, charge and spin (kcal/mol) = 0.0
- lowest unoccupied orbital energy (eV) = 0.51
- E_tot (eV) = -77527.64948


(5)
The following is a quantum chemistry calculation of an isolated molecule of C7H15NO2, from the OMol25 dataset.

The geometry in XYZ format:
```
25
Properties=species:S:1:pos:R:3:mulliken_spin:R:1
C 1.03 0.01 -0.32 0.940
C -1.75 -1.83 -0.38 0.011
C -0.57 -0.14 1.91 0.042
C 3.32 0.36 0.16 0.041
C -0.81 2.38 -0.65 0.020
C -1.63 -0.30 -0.48 0.026
C -0.56 0.31 0.44 -0.014
N 1.13 -0.90 -1.12 0.748
O 1.97 0.59 0.43 0.065
O -0.82 1.67 0.56 0.077
H -0.77 -2.27 -0.24 0.010
H -2.18 -2.13 -1.34 -0.002
H -2.50 -1.96 0.46 0.000
H -1.49 -0.81 1.83 0.012
H -0.61 0.77 2.48 -0.009
H 0.30 -0.79 1.94 0.005
H 3.92 0.69 0.98 0.005
H 3.70 0.61 -0.90 0.010
H 3.62 -0.70 0.23 -0.005
H -0.87 3.50 -0.34 0.001
H -1.76 2.25 -1.38 -0.002
H 0.14 2.14 -1.08 -0.030
H -2.57 0.16 -0.13 0.000
H -1.61 0.08 -1.38 -0.018
H 2.12 -0.96 -1.47 0.066
```

- frontier orbital gap (spin up / spin down) (eV) = 4.91 / 6.44
- 2S+1 = 3
- <S²> = 2.007
- lowest unoccupied orbital energy (spin up / spin down) (eV) = 0.90 / -2.91
- E_tot (eV) = -13078.33144